# 1
This record from OMol25 describes C30H34As2O2PPdS2 as an isolated structure. The level of theory is ωB97M-V/def2-TZVPD.

Calculated total energy ... -7051.2555 Eh
Total charge ... -2
LUMO (alpha / beta) ... 4.665 / 4.611 eV
Spin multiplicity ... 2
Frontier orbital gap (alpha / beta) ... 0.0883 / 0.2024 Ha

```
72
Properties=species:S:1:pos:R:3:forces:R:3:mulliken_charge:R:1
Pd -0.391153 -0.829467 0.526305 0.000 -0.125 -0.053 -1.8743
C 1.724772 1.477867 -0.871422 -0.095 -0.066 -0.110 -1.3929
C 0.396777 1.843987 -1.527164 0.043 -0.015 0.135 -1.4236
As -1.154086 1.360201 -0.361224 0.329 0.033 0.357 1.6737
C -0.724778 2.539607 1.155138 -0.025 -0.007 0.012 0.1032
C -0.743916 2.041593 2.458884 0.075 0.160 -0.024 -0.3500
C -0.442656 2.858546 3.541811 0.001 -0.007 -0.068 -0.4784
C -0.103066 4.195873 3.338710 -0.011 0.003 -0.045 -0.3780
C -0.071272 4.701041 2.045587 -0.018 -0.069 -0.008 -0.6344
C -0.381734 3.878864 0.963919 0.028 0.108 0.071 0.0039
C -2.378820 2.748152 -1.202115 0.019 0.122 -0.068 0.0011
C -3.398360 3.328688 -0.432381 -0.174 0.047 -0.048 -0.5607
C -4.409798 4.079610 -1.007058 0.096 -0.110 0.181 -0.5145
C -4.470420 4.244801 -2.394404 -0.058 0.035 -0.086 -0.4488
C -3.490654 3.647830 -3.177773 0.122 -0.111 0.004 -0.4895
C -2.461666 2.915969 -2.592962 -0.113 0.005 -0.167 -0.3689
As 1.907790 -0.489130 -0.545402 -0.214 0.249 -0.268 1.4841
C 3.931548 -0.445502 -0.727352 0.105 -0.065 0.050 -0.0822
C 4.624842 -1.503965 -1.321849 0.058 -0.020 0.042 -0.4713
C 6.011654 -1.574560 -1.292237 -0.122 -0.062 -0.047 -0.5384
C 6.751397 -0.594821 -0.638751 0.000 0.026 0.018 -0.3963
C 6.080094 0.449967 -0.019529 -0.089 0.065 0.028 -0.5288
C 4.690116 0.520643 -0.065308 0.084 0.032 0.026 -0.3387
C 1.650586 -1.061059 -2.416591 0.006 -0.019 -0.070 0.0086
C 0.741570 -2.077347 -2.704320 0.009 0.055 -0.054 -0.3884
C 0.545118 -2.508907 -4.013030 0.035 0.053 0.032 -0.4582
C 1.251875 -1.924225 -5.058025 0.029 0.034 0.081 -0.3614
C 2.157998 -0.905410 -4.782633 -0.043 -0.022 0.034 -0.6250
C 2.352940 -0.481580 -3.473120 -0.011 -0.033 -0.085 0.0406
H 1.792664 1.958591 0.106504 0.036 0.014 0.083 0.5606
H 2.567566 1.820358 -1.476665 0.044 -0.017 -0.063 0.6050
H 0.281315 1.298918 -2.464673 -0.037 -0.043 -0.095 0.5386
H 0.352207 2.911060 -1.755769 0.011 0.066 0.036 0.5878
H -0.963581 0.994837 2.613394 -0.035 -0.165 0.021 0.0669
H -0.459439 2.447452 4.545292 -0.014 -0.010 -0.015 0.3807
H 0.145937 4.832521 4.181625 -0.007 -0.008 -0.018 0.3146
H 0.200132 5.738294 1.876676 -0.005 -0.005 -0.012 0.3376
H -0.374336 4.287004 -0.040089 0.007 0.013 -0.022 0.2397
H -3.380976 3.184418 0.645189 -0.011 0.045 0.023 0.3238
H -5.163325 4.543631 -0.376316 0.024 -0.009 0.016 0.3518
H -5.269085 4.820335 -2.850068 0.015 -0.014 0.011 0.3436
H -3.522802 3.763769 -4.258169 0.021 -0.015 0.005 0.3621
H -1.706614 2.463133 -3.229485 0.003 0.057 -0.029 0.1931
H 4.059599 -2.284370 -1.822157 0.028 -0.017 -0.031 0.3524
H 6.522854 -2.397722 -1.782350 -0.034 -0.002 0.006 0.3556
H 7.834158 -0.649521 -0.608596 -0.022 0.002 0.000 0.3401
H 6.643724 1.218516 0.500513 -0.028 0.005 0.003 0.3661
H 4.183928 1.345919 0.425724 0.037 0.027 0.006 0.2602
H 0.167850 -2.511379 -1.894552 -0.026 -0.033 0.063 0.1075
H -0.171273 -3.297832 -4.213922 0.011 0.011 0.011 0.3797
H 1.092882 -2.252289 -6.079196 0.002 -0.002 -0.001 0.3184
H 2.708612 -0.436351 -5.591210 0.004 0.003 0.009 0.3529
H 3.065476 0.308961 -3.267845 0.020 0.021 -0.009 0.2803
C -0.928344 -6.314060 1.630987 0.059 -0.027 -0.021 -1.0787
C -1.825248 -5.302305 2.317798 0.093 0.085 -0.055 -0.4643
O -1.064940 -4.166150 2.704628 -0.099 -0.007 0.001 -0.4428
P -1.279970 -2.686840 1.970896 -0.412 -0.601 0.511 1.2240
S 0.088940 -1.639676 2.984242 -0.007 0.055 -0.402 -0.5502
S -1.657908 -3.096787 0.045057 0.329 0.219 0.080 -0.5612
O -2.763108 -2.281410 2.545825 0.052 -0.111 0.012 -0.3537
C -2.981384 -2.231124 3.949536 -0.067 0.147 -0.051 -0.2535
C -3.807464 -1.000325 4.259699 -0.031 0.047 0.004 -1.0522
H -1.473456 -7.244299 1.433218 0.037 0.051 -0.002 0.3757
H -0.062065 -6.536203 2.260853 -0.067 -0.010 -0.035 0.2833
H -0.573097 -5.897511 0.686515 -0.017 -0.029 0.054 0.1945
H -2.260554 -5.729530 3.226213 -0.007 0.007 0.087 0.3418
H -2.638950 -5.016172 1.649978 -0.055 0.049 -0.019 0.4198
H -2.032546 -2.189818 4.483853 0.085 -0.008 -0.008 0.3880
H -3.509284 -3.139970 4.258457 -0.025 -0.064 -0.042 0.2261
H -3.257996 -0.102716 3.966502 -0.028 -0.055 0.026 0.0894
H -4.027610 -0.950368 5.331339 -0.003 0.021 -0.047 0.3868
H -4.749207 -1.020231 3.704854 0.050 0.012 0.036 0.2959
```
Forces are in eV/Å.

---

# 2
This record from OMol25 describes C30H34AsCl2FKN4O4PS as an isolated structure in a non-equilibrium geometry. The level of theory is ωB97M-V/def2-TZVPD.

Calculated total energy ... -6279.1868 Eh
Total charge ... -2
LUMO ... 4.114 eV
Frontier orbital gap ... 0.2322 Ha

```
79
Properties=species:S:1:pos:R:3:forces:R:3:mulliken_charge:R:1
K -0.203845 -1.456664 -1.350511 0.072 -0.162 0.355 0.9788
C 7.274705 2.341920 1.423381 -0.979 -0.695 1.956 -0.6897
O 6.135062 1.457981 1.294991 0.029 0.765 0.004 -0.3243
C 5.104028 2.054759 0.605096 0.791 0.230 -0.622 0.6489
O 5.073149 3.243001 0.337884 0.081 -0.537 0.498 -0.6409
N 4.249493 1.130168 0.123416 -0.061 -0.440 0.983 0.1360
N 3.159249 1.701722 -0.542243 -0.544 -0.590 -0.044 -0.5275
H 7.714515 2.154389 2.440213 -0.375 0.251 -0.997 0.1779
H 6.943305 3.359425 1.291877 0.038 0.302 0.202 0.3429
H 7.956375 2.093188 0.665048 1.124 -0.369 -0.992 0.2652
H 4.210521 0.161356 0.504604 0.047 0.959 -0.523 0.1155
H 2.309550 1.285193 -0.196234 -0.318 -0.028 0.491 0.2210
H 3.204463 1.362777 -1.479551 0.049 -0.056 -0.975 0.2201
C -0.294456 -0.464952 4.854323 -1.359 0.285 0.313 -1.3505
P 0.312923 -0.213266 3.177817 0.988 0.689 -0.361 0.3974
C 2.032124 -0.697169 3.715759 0.633 -0.582 0.319 -0.8205
C -0.342391 -1.720734 2.389983 0.554 0.599 -1.099 0.4186
H -0.202018 -1.533913 5.028864 -0.091 -0.035 0.617 0.3587
H -1.318188 -0.107550 4.996298 -0.225 -0.418 -0.192 0.2865
H 0.257300 0.140971 5.546864 0.655 0.043 0.412 0.4329
H 2.063487 -1.714564 4.214381 -0.096 0.834 -0.830 0.2550
H 2.401278 -0.009927 4.509197 -0.412 -0.030 -0.564 0.4059
H 2.754076 -0.675923 2.878831 -0.440 -0.201 0.499 -0.0458
H -0.626285 -2.397313 3.148700 -0.023 -1.221 0.839 0.4628
H 0.443590 -2.120536 1.726898 -0.266 -0.079 0.382 -0.6518
H -1.221369 -1.575520 1.756185 0.090 0.284 -0.092 -0.0878
F -2.279217 -1.703976 -0.003212 -0.139 0.226 -0.080 -0.8060
C -4.891063 2.145486 3.083689 0.391 0.328 0.172 -0.4402
C -4.666822 3.175165 2.168218 -0.338 -0.547 -0.098 -0.6531
C -3.783262 2.994268 1.108192 0.264 -0.095 0.141 -0.2963
C -3.078760 1.802180 0.969785 -0.573 -1.156 0.419 0.3877
C -3.327196 0.725772 1.879598 0.236 0.353 -0.578 -0.0996
C -4.196154 0.936377 2.941648 -0.150 0.231 0.312 -0.6554
As -1.904128 1.426935 -0.550942 -0.190 -0.091 -0.236 0.5951
C -1.894439 3.167087 -1.457522 0.261 -0.839 1.924 -0.4219
C -1.129068 4.247778 -1.104044 0.442 1.167 -1.361 -0.5737
C -1.065048 5.350059 -1.954577 -0.458 0.007 -1.410 -0.6089
C -1.710170 5.291507 -3.249551 0.717 0.078 1.626 -0.4923
C -2.478449 4.178961 -3.547538 0.712 1.011 1.682 -0.9039
C -2.649808 3.181398 -2.571128 -1.659 -0.791 -3.017 0.7662
C -3.520860 1.971802 -2.788129 0.768 0.151 0.551 0.4576
C -4.445410 1.747291 -3.783302 -0.970 0.090 -0.715 -0.3863
C -5.137859 0.535455 -3.838975 0.452 0.687 0.584 -0.7167
C -4.961100 -0.407454 -2.861618 0.385 -1.418 0.073 -0.6203
C -4.006726 -0.246413 -1.870389 0.261 0.779 -0.350 -0.2671
C -3.298642 0.948894 -1.859099 0.241 -0.033 0.696 -0.2410
H -5.549864 2.328039 3.944380 0.228 -0.238 -0.443 0.3126
H -5.247929 4.086857 2.200624 0.039 0.120 0.231 0.3678
H -3.648261 3.798109 0.387098 0.036 -0.142 0.094 0.3163
H -2.900669 -0.292525 1.730653 -0.056 1.008 -0.121 0.3297
H -4.304131 0.158475 3.700415 -0.153 0.109 -0.302 0.3855
H -0.464228 4.193635 -0.285739 0.418 0.087 1.048 0.4944
H -0.458045 6.211835 -1.678738 -0.099 -0.187 -0.130 0.3692
H -1.594567 6.080308 -4.014568 0.053 -0.401 0.696 0.3547
H -2.893298 4.208887 -4.504779 -0.993 -0.651 -1.279 0.4242
H -4.750966 2.504643 -4.503458 0.486 0.045 0.009 0.3288
H -5.800346 0.301785 -4.628322 -0.699 0.137 -0.809 0.4128
H -5.439914 -1.387100 -2.945063 -0.125 0.363 0.037 0.3335
H -3.730068 -1.030104 -1.188834 0.065 -0.270 0.505 0.5679
Cl 3.517532 -2.663446 -5.115730 0.181 -0.187 -0.612 -0.2272
C 3.449850 -1.163220 -4.196424 -0.643 0.448 0.588 0.3207
Cl 4.687910 0.031850 -4.582402 0.378 0.101 -0.507 -0.2258
C 2.004533 -0.538250 -4.204695 -0.617 -0.022 0.696 0.3340
O 1.595687 0.172694 -5.129758 0.589 -0.672 0.522 -0.6724
O 1.434832 -0.889782 -3.118505 0.146 0.528 -1.156 -0.7189
H 3.648399 -1.457795 -3.182370 0.046 -0.074 0.267 0.1359
C 2.225604 -7.485638 1.340072 -1.445 1.400 1.695 -1.1887
C 1.807780 -6.079033 0.864507 0.983 -0.651 -0.040 0.9736
C 0.748596 -5.926888 -0.019615 -0.474 0.126 -0.119 -0.9812
C 0.487289 -4.657372 -0.502561 0.664 0.181 0.917 -0.0686
N 1.223874 -3.623002 -0.106031 -0.240 0.273 -0.320 -0.1782
C 2.282220 -3.835044 0.722191 0.731 -0.170 -0.309 -0.0509
S 3.366347 -2.560760 1.130115 -0.359 -0.084 -0.239 -0.5333
N 2.605618 -5.084321 1.189087 -0.470 0.252 0.244 -0.5369
H 1.319670 -8.092759 1.469176 0.268 -0.060 -0.054 0.3327
H 2.786026 -7.463347 2.300437 -0.421 0.233 -0.637 0.3146
H 2.842653 -7.913781 0.618131 1.042 -0.841 -1.312 0.2850
H 0.128695 -6.749611 -0.283325 -0.372 -0.602 -0.225 0.3264
H -0.347266 -4.450697 -1.179177 0.197 -0.088 0.150 0.3526
```
Forces are in eV/Å.

---

# 3
This record from OMol25 describes C30H34BaN4O6P4Se2Te as an isolated structure in a non-equilibrium geometry. The level of theory is ωB97M-V/def2-TZVPD.

Calculated total energy ... -8296.2289 Eh
LUMO ... 0.115 eV
Frontier orbital gap ... 0.2808 Ha

```
82
Properties=species:S:1:pos:R:3:forces:R:3:mulliken_charge:R:1
Ba -3.248297 0.999529 0.098482 0.893 -1.486 -0.543 1.7632
N -3.923269 5.531641 -1.012079 0.068 0.284 -0.401 -0.3031
C -4.120517 4.851499 0.313153 0.072 0.190 0.377 0.8811
C -4.432097 5.879319 1.383723 0.093 0.096 0.147 -1.8541
P -2.552773 3.883983 0.566681 -0.580 0.366 -0.070 0.6799
O -1.495047 4.991223 0.997845 -0.214 0.420 0.028 -0.5491
O -2.822442 2.885667 1.645177 0.059 0.252 0.440 -0.8436
O -2.280259 3.346016 -0.809145 0.147 0.132 -0.125 -0.8794
P -5.632504 3.785294 -0.079120 0.248 0.148 1.511 0.7822
O -6.242454 3.374810 1.378399 0.344 0.140 -0.596 -0.4736
O -6.512531 4.696450 -0.843788 -0.112 0.212 -0.160 -0.8267
O -5.067077 2.530130 -0.622031 -0.478 -0.693 -0.705 -0.6786
H -3.419101 6.412466 -0.916952 0.067 -0.040 -0.018 0.3514
H -4.852671 5.690092 -1.438562 0.000 -0.079 0.065 0.3479
H -3.359809 4.870038 -1.575190 -0.018 0.040 -0.068 0.2664
H -3.653996 6.646162 1.444441 -0.010 -0.033 -0.022 0.4517
H -4.459390 5.375070 2.349270 -0.045 0.015 -0.011 0.3808
H -5.395730 6.363590 1.210861 -0.001 -0.010 -0.013 0.4775
H -0.600978 4.640382 1.093548 0.151 -0.208 -0.028 0.3739
H -6.930521 3.963862 1.695887 -0.128 0.197 -0.062 0.3017
Se 3.810664 -1.224867 2.659491 -0.058 -0.022 0.000 -0.4081
P 3.502848 -0.233806 0.827371 -0.028 -0.165 -0.100 0.6920
C 4.448956 1.307778 0.644205 0.095 -0.038 0.096 0.4893
C 4.231768 2.205977 -0.399325 -0.080 0.026 -0.017 -0.3760
C 5.035551 3.323170 -0.532695 0.030 0.057 -0.015 -0.7542
C 6.059759 3.561858 0.377124 -0.010 0.016 -0.033 -0.4910
C 6.273520 2.677461 1.420095 0.017 -0.002 0.010 -0.5769
C 5.470953 1.552176 1.552358 -0.014 -0.025 -0.018 -0.7969
C 4.044180 -1.264602 -0.590658 0.010 -0.023 0.135 0.4511
C 3.947610 -2.645837 -0.460725 -0.023 -0.055 0.141 -0.3396
C 4.361301 -3.486120 -1.480698 -0.014 -0.051 -0.064 -0.7230
C 4.902589 -2.954135 -2.641470 -0.025 -0.004 0.002 -0.5824
C 5.028331 -1.578606 -2.768526 0.029 -0.027 -0.078 -0.8161
C 4.603283 -0.738421 -1.751373 -0.060 0.174 -0.062 0.1073
C 1.790677 0.255814 0.528883 -0.275 0.076 -0.022 1.0171
C 0.550579 -0.360927 0.265448 0.109 -0.033 -0.149 -1.0873
N -0.363395 0.633523 0.223494 -0.351 -0.163 0.160 0.4514
N 0.247464 1.769626 0.484104 -0.077 0.194 -0.051 -0.6526
N 1.530042 1.571988 0.666860 0.200 0.048 0.032 -0.3601
P -0.066066 -2.024272 -0.008761 0.162 -0.005 0.256 0.5322
Se -2.204198 -2.217401 0.089517 0.014 0.090 -0.063 -0.5954
C 0.618601 -3.074321 1.305492 -0.049 0.092 -0.065 0.7281
C 1.246310 -4.293766 1.086947 0.083 -0.012 -0.281 -0.2317
C 1.654576 -5.068269 2.160067 0.043 -0.064 0.133 -0.6233
C 1.429263 -4.637489 3.459557 -0.002 0.002 -0.041 -0.5572
C 0.791994 -3.425382 3.682958 0.021 0.010 -0.029 -0.6261
C 0.389127 -2.649382 2.611250 -0.015 0.107 0.077 -0.4968
C 0.526784 -2.590622 -1.617750 0.008 0.092 0.022 0.6881
C 0.187779 -3.866951 -2.054059 -0.101 -0.242 0.002 -0.5033
C 0.578788 -4.304723 -3.307119 0.013 -0.005 -0.051 -0.8045
C 1.286207 -3.457275 -4.149070 0.035 0.085 0.020 -0.5829
C 1.600054 -2.172008 -3.729401 0.020 -0.095 -0.059 -0.6170
C 1.226711 -1.740178 -2.466431 0.052 0.093 0.052 -0.2673
H 3.418495 2.051078 -1.095463 -0.025 -0.007 0.030 0.4587
H 4.854040 4.016956 -1.343937 0.013 0.004 0.012 0.4017
H 6.683356 4.440886 0.271619 -0.007 -0.006 0.002 0.3757
H 7.062790 2.856141 2.138983 0.000 0.018 -0.015 0.4006
H 5.627961 0.857750 2.367729 -0.010 -0.008 0.006 0.2635
H 3.584658 -3.055594 0.473446 -0.044 -0.020 -0.013 0.3141
H 4.275461 -4.559281 -1.360181 0.005 0.012 -0.003 0.4442
H 5.237160 -3.609036 -3.436288 0.001 0.012 0.000 0.4174
H 5.471446 -1.150064 -3.659131 -0.002 -0.024 0.000 0.4291
H 4.734689 0.329326 -1.871286 -0.019 -0.064 0.037 0.3631
H 1.438678 -4.648080 0.079936 -0.012 0.089 0.055 0.4030
H 2.154401 -6.010962 1.977092 -0.004 0.003 0.013 0.4237
H 1.754657 -5.241729 4.296640 0.001 -0.002 -0.012 0.3911
H 0.624645 -3.070552 4.691183 0.003 -0.016 0.002 0.3993
H -0.096848 -1.698363 2.795631 0.002 0.006 -0.038 0.2932
H -0.405483 -4.523363 -1.427435 0.005 0.075 0.038 0.5092
H 0.314404 -5.302745 -3.632221 0.008 0.007 -0.006 0.4245
H 1.584292 -3.797158 -5.132873 -0.001 0.016 0.002 0.4153
H 2.143078 -1.499169 -4.379368 0.013 -0.015 -0.025 0.4430
H 1.479086 -0.735508 -2.150079 -0.023 -0.035 0.051 0.3954
C -5.662327 -2.832249 1.270551 0.006 0.079 0.001 -0.9825
Te -5.901907 -0.733791 1.627995 -0.209 -0.379 0.237 0.2521
C -7.612444 -0.553846 0.379566 0.065 -0.010 -0.100 -1.0018
H -6.463777 -3.381733 1.756356 -0.022 0.045 0.005 0.3780
H -4.703362 -3.142248 1.679620 0.005 0.056 0.015 0.2099
H -5.667924 -3.021570 0.199773 0.007 0.039 0.000 0.2969
H -7.353531 -0.892924 -0.619833 -0.051 0.000 -0.010 0.3130
H -7.898241 0.493484 0.342193 0.001 0.030 0.029 0.2747
H -8.418629 -1.152897 0.792008 -0.021 0.021 -0.003 0.3571
```
Forces are in eV/Å.

---

Here are the calculated energy relative to the best compared isomer or geometry (same formula, charge and spin) numbers, same order: 0.908, 0.665, 0.189 (eV).